1.
ORCA calculation (ωB97M-V with the def2-TZVPD basis set) on 6 unconnected molecules or ions with the total composition C28H51Br2F3NO13S6.

Values from the calculation:
Total charge: -1
Strongest force on any atom (eV/Å): 1.6
HOMO (eV): -4.2682
Kohn-Sham gap (eV): 5.90

Atoms and positions in Å:
C -1.463 1.706 6.308
C -1.538 1.369 4.801
O -1.884 0.022 4.565
C -0.803 -0.749 4.059
C -0.963 -2.173 4.650
O -0.001 -2.579 5.371
O -1.984 -2.820 4.352
N -0.849 -0.720 2.572
S -2.387 -0.445 1.903
C -0.201 -1.892 1.990
C 1.247 -2.102 2.419
C 2.280 -1.099 1.927
F 3.507 -1.681 2.141
Br 2.357 0.563 2.961
C 2.237 -0.790 0.409
F 3.452 -0.369 0.011
F 1.962 -1.880 -0.285
Br 0.997 0.638 -0.083
H -1.619 0.812 6.905
H -0.507 2.187 6.508
H -2.272 2.390 6.561
H -2.362 1.970 4.397
H -0.651 1.693 4.264
H 0.103 -0.299 4.465
H -2.177 0.766 1.328
H -0.214 -1.753 0.914
H -0.751 -2.809 2.156
H 1.367 -2.204 3.500
H 1.553 -3.053 1.983
C -2.858 -5.997 -0.315
C -2.216 -6.262 -1.682
C -0.865 -5.541 -1.698
S -0.315 -5.465 0.007
O -0.291 -4.082 0.413
O 0.828 -6.328 0.190
C -1.761 -6.235 0.720
H -3.718 -6.642 -0.139
H -3.197 -4.960 -0.264
H -2.057 -7.337 -1.811
H -2.863 -5.918 -2.495
H -0.122 -6.075 -2.288
H -0.962 -4.521 -2.058
H -1.973 -5.789 1.690
H -1.545 -7.298 0.833
C -4.295 -2.005 -5.485
C -4.166 -3.206 -6.432
C -3.575 -4.367 -5.621
S -4.081 -4.093 -3.918
O -2.910 -3.808 -3.135
O -5.037 -5.100 -3.531
C -4.928 -2.547 -4.209
H -4.896 -1.210 -5.919
H -3.304 -1.600 -5.265
H -5.154 -3.481 -6.807
H -3.543 -2.974 -7.296
H -3.949 -5.333 -5.950
H -2.487 -4.362 -5.649
H -4.797 -1.894 -3.349
H -5.985 -2.769 -4.355
C 2.146 6.674 3.703
C 3.011 6.054 2.600
C 2.574 4.594 2.435
S 0.847 4.532 2.923
O 0.724 3.727 4.112
O 0.030 4.297 1.761
C 0.716 6.257 3.387
H 2.247 7.758 3.736
H 2.446 6.277 4.676
H 2.847 6.595 1.664
H 4.068 6.118 2.834
H 2.663 4.256 1.406
H 3.130 3.928 3.093
H 0.036 6.355 4.230
H 0.330 6.801 2.526
C 8.074 1.936 3.970
C 6.855 1.052 3.678
C 5.682 1.978 3.330
S 6.415 3.461 2.633
O 6.155 4.570 3.522
O 6.119 3.540 1.226
C 8.121 2.963 2.846
H 8.994 1.355 4.019
H 7.942 2.440 4.930
H 7.072 0.400 2.829
H 6.609 0.414 4.525
H 5.015 1.521 2.604
H 5.122 2.266 4.218
H 8.730 3.834 3.079
H 8.452 2.514 1.910
C -1.737 2.341 -6.375
C -2.731 3.507 -6.445
C -3.837 3.110 -7.432
S -3.933 1.317 -7.381
O -3.535 0.795 -8.665
O -5.171 0.923 -6.755
C -2.583 1.082 -6.228
H -1.040 2.452 -5.546
H -1.157 2.294 -7.300
H -3.163 3.676 -5.456
H -2.247 4.433 -6.752
H -4.803 3.524 -7.152
H -3.591 3.401 -8.451
H -2.048 0.168 -6.474
H -3.011 1.009 -5.228

***

2.
ORCA calculation (ωB97M-V with the def2-TZVPD basis set) on 10 unconnected molecules or ions with the total composition C28H51Cl18IO3P.

Values from the calculation:
Total charge: -1
Strongest force on any atom (eV/Å): 5.1
HOMO (eV): -4.2612
Kohn-Sham gap (eV): 5.88

Atoms and positions in Å:
C -1.344 2.541 -0.131
O -2.097 2.530 1.109
C -1.534 1.523 2.028
P -0.117 2.223 3.113
O -0.582 3.856 2.710
I -1.733 2.234 5.072
C 0.474 0.503 3.683
C 0.953 -0.499 2.547
O 0.671 -1.737 2.715
C 1.741 -0.151 1.215
C 3.126 0.518 1.101
C 3.794 0.756 -0.290
C 3.100 0.336 -1.647
C 1.683 -0.311 -1.511
C 1.024 -0.540 -0.130
H -1.627 1.703 -0.856
H -0.206 2.489 0.058
H -1.521 3.586 -0.596
H -2.396 1.190 2.716
H -1.249 0.636 1.363
H 0.916 2.805 3.960
H 0.822 2.292 2.004
H -1.320 4.156 3.296
H -0.405 -0.008 4.233
H 1.284 0.648 4.497
H 3.676 0.848 2.044
H 4.847 1.233 -0.384
H 3.557 0.488 -2.678
H 1.083 -0.652 -2.434
H -0.020 -1.007 -0.063
Cl -1.273 -2.604 -1.672
C -1.807 -4.214 -1.131
C -0.792 -4.877 -0.222
Cl 0.693 -5.332 -1.095
H -2.011 -4.819 -2.017
H -2.748 -4.071 -0.594
H -1.210 -5.796 0.192
H -0.510 -4.226 0.609
Cl 5.163 4.240 -0.160
C 6.924 4.499 -0.149
C 7.638 3.609 -1.147
Cl 7.583 1.890 -0.676
H 7.283 4.333 0.867
H 7.092 5.548 -0.402
H 8.693 3.887 -1.205
H 7.208 3.700 -2.145
Cl -0.848 -7.006 -4.278
C 0.915 -6.744 -4.297
C 1.615 -7.639 -5.300
Cl 1.574 -9.353 -4.816
H 1.291 -6.902 -3.286
H 1.075 -5.697 -4.561
H 2.667 -7.357 -5.376
H 1.168 -7.557 -6.292
Cl -3.727 2.600 8.153
C -2.740 3.423 9.384
C -1.399 2.745 9.586
Cl -1.563 1.146 10.356
H -3.315 3.462 10.310
H -2.588 4.446 9.034
H -0.774 3.351 10.245
H -0.870 2.613 8.640
Cl -6.888 -1.215 0.220
C -5.987 -0.950 -1.297
C -4.544 -1.402 -1.191
Cl -3.594 -0.368 -0.096
H -6.059 0.109 -1.553
H -6.500 -1.522 -2.072
H -4.066 -1.347 -2.171
H -4.471 -2.431 -0.834
Cl -11.640 -0.771 -1.025
C -10.918 -0.439 0.570
C -11.470 -1.348 1.649
Cl -13.178 -0.996 2.017
H -11.087 0.613 0.806
H -9.842 -0.596 0.469
H -10.911 -1.204 2.576
H -11.395 -2.399 1.366
Cl -9.004 -2.744 -3.879
C -8.118 -2.482 -5.402
C -6.678 -2.939 -5.305
Cl -5.723 -1.905 -4.214
H -8.188 -1.424 -5.658
H -8.638 -3.054 -6.174
H -6.204 -2.887 -6.287
H -6.605 -3.968 -4.947
Cl 5.287 2.663 -3.409
C 6.516 2.043 -4.540
C 6.306 0.577 -4.866
Cl 6.629 -0.477 -3.468
H 7.500 2.220 -4.101
H 6.437 2.640 -5.451
H 6.993 0.272 -5.658
H 5.287 0.385 -5.207
Cl 9.566 5.479 2.914
C 9.874 3.877 2.195
C 11.134 3.861 1.354
Cl 10.965 4.827 -0.135
H 8.998 3.594 1.611
H 9.973 3.173 3.024
H 11.357 2.838 1.043
H 11.992 4.243 1.909